No. 1
Density functional theory data (wB97M-V/def2-TZVPD) for 2 unconnected molecules or ions with the total composition C20H27N2OS at a distorted geometry.

Output
HOMO energy (eV): -9.91
Orbital gap (eV): 5.3975
Electronic energy (Ha): -1360.86904
Molecular weight (u): 343.5

```
! RIJCOSX wB97M-V def2-TZVPD def2/J DEFGRID3
* xyz 1 1
C -5.68 0.06 1.49
N -4.79 0.23 2.63
C -5.43 -0.01 3.92
C -3.41 0.39 2.50
C -2.83 1.69 2.45
C -1.48 1.85 2.22
C -0.63 0.74 2.04
C 0.83 1.03 1.88
C 1.65 0.04 1.23
S 3.32 0.45 1.41
C 3.58 0.07 3.19
C 4.19 -1.03 0.81
O 1.30 2.11 2.29
C -1.19 -0.55 2.15
C -2.54 -0.73 2.39
H -5.22 0.50 0.60
H -5.88 -1.01 1.31
H -6.62 0.56 1.73
H -4.80 0.40 4.72
H -6.41 0.47 3.93
H -5.58 -1.09 4.09
H -3.51 2.54 2.56
H -1.08 2.86 2.18
H 1.42 -1.01 1.43
H 4.64 0.28 3.34
H 2.95 0.72 3.79
H 3.37 -0.99 3.38
H 5.25 -0.81 0.98
H 3.89 -1.92 1.37
H 3.99 -1.13 -0.26
H -0.55 -1.42 2.06
H -2.96 -1.73 2.44
C 1.46 -2.26 -2.54
N 1.47 -0.78 -2.50
C 1.67 -0.08 -3.71
C 2.14 -0.75 -4.86
C 2.19 -0.09 -6.09
C 1.76 1.24 -6.19
C 1.36 1.94 -5.04
C 1.36 1.30 -3.79
C 1.26 -0.23 -1.30
H 0.96 -2.62 -3.44
H 2.47 -2.67 -2.51
H 0.91 -2.62 -1.68
H 2.46 -1.79 -4.78
H 2.57 -0.62 -6.96
H 1.74 1.73 -7.16
H 1.05 2.98 -5.11
H 1.08 1.84 -2.89
H 1.45 0.84 -1.15
H 0.83 -0.92 -0.56
*
```



No. 2
Density functional theory data (wB97M-V/def2-TZVPD) for a molecular structure, C4As3F30O12S4Zr at a distorted geometry.

Output
HOMO energy (spin up / spin down) (eV): -5.80 / -5.70
Orbital gap (spin up / spin down) (eV): 9.1055 / 3.0332
Electronic energy (Ha): -12398.87607
Molecular weight (u): 1254.2

```
! RIJCOSX wB97M-V def2-TZVPD def2/J DEFGRID3
* xyz -2 2
Zr 12.62 -25.11 -2.53
As 14.22 -28.17 -4.39
F 15.40 -26.96 -5.04
F 13.06 -28.11 -5.85
F 13.24 -29.46 -3.55
F 15.17 -28.13 -2.92
F 13.22 -26.90 -3.61
F 15.30 -29.50 -5.04
As 12.73 -28.05 -0.07
F 13.31 -26.68 -1.25
F 11.86 -28.78 -1.45
F 12.38 -29.34 1.21
F 13.63 -27.11 1.23
F 11.27 -27.13 0.31
F 14.24 -28.96 -0.51
As 11.67 -24.61 -6.24
F 10.08 -23.83 -5.67
F 12.39 -23.07 -5.89
F 13.30 -25.15 -6.67
F 10.98 -26.29 -6.44
F 11.29 -24.19 -7.87
F 11.87 -24.96 -4.48
C 8.46 -25.50 -1.05
F 7.96 -26.64 -1.03
F 7.54 -24.60 -1.24
F 9.07 -25.30 0.20
S 9.68 -25.52 -2.54
O 10.92 -26.31 -2.22
O 8.95 -25.99 -3.70
O 10.47 -24.26 -2.57
C 14.10 -20.80 -3.91
F 14.38 -21.28 -5.06
F 15.11 -20.88 -3.06
F 13.89 -19.49 -4.07
S 12.47 -21.61 -3.23
O 11.37 -21.28 -4.20
O 12.73 -23.06 -3.01
O 12.35 -20.87 -1.95
C 16.95 -25.67 -2.35
F 17.33 -26.35 -3.45
F 16.62 -26.55 -1.35
F 17.99 -25.04 -1.96
S 15.58 -24.41 -2.73
O 14.78 -24.44 -1.57
O 16.18 -23.18 -3.13
O 14.45 -24.89 -3.55
C 13.22 -22.48 1.29
F 14.05 -22.36 0.20
F 13.86 -23.01 2.34
F 12.71 -21.23 1.43
S 11.86 -23.75 0.71
O 12.20 -24.37 -0.63
O 11.80 -24.65 1.83
O 10.70 -22.88 0.57
*
```



No. 3
Density functional theory data (wB97M-V/def2-TZVPD) for C3H5NO2 in the gas phase at a distorted geometry.

Output
HOMO energy (eV): -10.49
Energy above the lowest of the compared OMol25 structures with the same formula, charge and spin (kJ/mol): 26.8
Orbital gap (eV): 11.2320
Electronic energy (Ha): -322.56414
Molecular weight (u): 87.1

```
! RIJCOSX wB97M-V def2-TZVPD def2/J DEFGRID3
* xyz 0 1
C 1.61 -0.59 0.78
C 0.58 0.50 0.62
O 0.45 1.39 1.41
N -0.27 0.43 -0.51
C -0.80 -0.76 -0.95
O -1.82 -0.86 -1.58
H 1.91 -1.01 -0.16
H 2.35 -0.19 1.47
H 1.19 -1.45 1.31
H -0.84 1.26 -0.59
H -0.22 -1.66 -0.72
*
```



No. 4
Density functional theory data (wB97M-V/def2-TZVPD) for a molecular structure, C36H49N5NiP2Si at a distorted geometry.

Output
HOMO energy (spin up / spin down) (eV): -5.22 / -7.75
Energy above the lowest of the compared OMol25 structures with the same formula, charge and spin (kJ/mol): 147.7
Orbital gap (spin up / spin down) (eV): 5.8718 / 6.0924
Electronic energy (Ha): -4155.32974
Molecular weight (u): 700.6

```
! RIJCOSX wB97M-V def2-TZVPD def2/J DEFGRID3
* xyz 0 3
Ni 0.31 0.35 1.05
C -1.35 1.41 -4.55
C -1.37 0.09 -4.35
C -0.54 -0.85 -5.16
C 0.95 -0.40 -5.32
C 1.53 0.31 -4.12
C 1.35 1.60 -3.80
C 0.87 2.61 -4.80
C -0.45 2.17 -5.49
C 1.79 1.09 2.12
H -2.08 2.05 -4.07
H -2.18 -0.36 -3.78
H -0.98 -0.96 -6.17
H -0.57 -1.86 -4.72
H 1.56 -1.31 -5.48
H 1.05 0.18 -6.24
H 2.24 -0.29 -3.56
H 1.66 2.01 -2.84
H 1.66 2.79 -5.56
H 0.71 3.59 -4.31
H -0.98 3.09 -5.82
H -0.23 1.60 -6.41
H 1.25 1.83 2.74
H 2.69 1.57 1.69
H 2.08 0.25 2.77
P 1.91 -0.22 -0.24
P -1.26 -0.69 -0.09
N 3.04 0.95 -0.88
N 3.03 -1.42 0.31
N -2.10 0.66 -0.85
N -2.62 -1.61 0.38
C 1.03 -1.08 -1.56
C -0.36 -1.70 -1.30
C 2.91 2.33 -0.62
C 3.97 2.99 -1.21
C 4.75 2.02 -1.91
C 4.17 0.78 -1.69
C 3.95 -1.20 1.34
C 4.47 -2.42 1.74
C 3.82 -3.44 0.95
C 2.93 -2.80 0.10
C -1.78 1.99 -0.55
C -2.57 2.83 -1.31
C -3.41 2.00 -2.11
C -3.08 0.69 -1.84
C -3.79 -1.96 -0.32
C -4.57 -2.76 0.49
C -3.86 -2.93 1.73
C -2.68 -2.23 1.63
H 1.69 -1.81 -2.05
H 0.85 -0.24 -2.24
H -0.92 -1.76 -2.25
H -0.30 -2.73 -0.89
H 2.12 2.70 0.02
H 4.16 4.06 -1.15
H 5.64 2.22 -2.51
H 4.48 -0.21 -2.01
H 4.13 -0.20 1.71
H 5.19 -2.57 2.52
H 3.96 -4.51 1.04
H 2.22 -3.20 -0.61
H -1.00 2.22 0.18
H -2.54 3.91 -1.31
H -4.12 2.32 -2.88
H -3.44 -0.22 -2.29
H -3.97 -1.61 -1.32
H -5.53 -3.17 0.23
H -4.19 -3.50 2.59
H -1.87 -2.09 2.33
C -1.17 2.97 2.78
Si -1.45 1.34 3.65
C -0.92 1.69 5.41
C -3.27 0.92 3.58
N -0.59 -0.03 2.95
C -0.32 -1.11 3.74
C 0.68 -2.07 3.39
C 0.85 -3.25 4.11
C 0.02 -3.52 5.21
C -0.96 -2.60 5.59
C -1.13 -1.41 4.88
H -1.38 3.77 3.51
H -1.86 3.09 1.94
H -0.15 3.14 2.40
H -1.20 2.73 5.65
H -1.40 1.04 6.16
H 0.17 1.60 5.54
H -3.53 0.44 2.62
H -3.57 0.24 4.40
H -3.85 1.85 3.68
H 1.32 -1.85 2.52
H 1.63 -3.95 3.81
H 0.14 -4.44 5.77
H -1.60 -2.78 6.45
H -1.91 -0.73 5.18
*
```



No. 5
Density functional theory data (wB97M-V/def2-TZVPD) for C18H21N3O2 in the gas phase at a distorted geometry.

Output
HOMO energy (eV): -8.35
Energy above the lowest of the compared OMol25 structures with the same formula, charge and spin (kJ/mol): 92.8
Orbital gap (eV): 9.2167
Electronic energy (Ha): -1013.29016
Molecular weight (u): 311.4

```
! RIJCOSX wB97M-V def2-TZVPD def2/J DEFGRID3
* xyz 0 1
C -4.34 -0.66 1.40
C -3.51 0.60 1.18
C -2.08 0.32 0.73
C -2.02 -0.29 -0.67
N -0.66 -0.47 -1.11
C 0.12 0.38 -1.86
C -0.34 1.72 -2.31
C 0.82 2.74 -2.21
N 1.69 2.45 -1.09
C 1.16 2.31 0.15
O 0.09 2.79 0.49
C 1.97 1.49 1.07
C 1.70 1.09 2.35
C 2.74 0.21 2.71
C 3.56 0.14 1.63
O 3.11 0.90 0.63
N 1.32 -0.08 -2.05
C 1.39 -1.28 -1.39
C 2.45 -2.16 -1.23
C 2.22 -3.29 -0.47
C 0.98 -3.54 0.12
C -0.08 -2.67 -0.02
C 0.14 -1.54 -0.78
H -3.84 -1.33 2.10
H -4.50 -1.19 0.47
H -5.31 -0.40 1.82
H -4.01 1.24 0.45
H -3.47 1.16 2.12
H -1.60 -0.36 1.43
H -1.52 1.25 0.73
H -2.50 -1.28 -0.68
H -2.55 0.34 -1.39
H -1.15 2.05 -1.67
H -0.69 1.68 -3.35
H 1.43 2.72 -3.11
H 0.40 3.74 -2.08
H 2.45 1.82 -1.31
H 0.86 1.39 2.94
H 2.86 -0.30 3.65
H 4.47 -0.41 1.45
H 3.40 -1.97 -1.69
H 3.02 -4.00 -0.32
H 0.86 -4.44 0.71
H -1.03 -2.88 0.44
*
```